This record from the Open Molecules 2025 dataset describes 2 unconnected molecules or ions with the total composition C4H4O in a non-equilibrium geometry. The level of theory is wB97M-V/def2-TZVPD.

Geometry as XYZ:
```
9
Properties=species:S:1:pos:R:3:forces:R:3
C 1.1692 0.0977 0.8534 -0.47 1.45 -0.23
C 0.9815 -0.7637 3.0037 0.17 0.51 -1.35
C 0.5553 0.2469 -0.5047 -1.04 -1.39 0.49
C -0.9201 -0.2109 -0.5745 1.47 1.29 2.35
O 0.9078 1.3320 0.4402 0.02 -1.87 0.20
H 1.0862 0.1626 -1.4358 0.74 0.45 0.09
H -1.1068 -0.5181 0.5039 -0.77 0.14 -1.64
H -1.1298 -0.9130 -1.3296 0.48 -1.74 -0.48
H -1.5433 0.5665 -0.9566 -0.60 1.17 0.56
```
Forces are in eV/Å.

Properties
* ΔE to the lowest compared entry with this formula, charge and spin: 233.46 kcal per mole
* total charge: 0
* 2S+1: 1
* molar mass: 68.08 g mol⁻¹
* E: -229.6559 Ha
* LUMO energy (spin up / spin down): -0.47 / -0.57 eV
* gap between HOMO and LUMO (spin up / spin down): 7.63 / 7.59 eV

Atomic partial charges in e from the Löwdin method, atoms 1 to 8:
1 C -0.072
2 C 0.021
3 C -0.283
4 C -0.039
5 O 0.029
6 H 0.121
7 H 0.097
8 H 0.059


This record from the Open Molecules 2025 dataset describes C4H4O in the gas phase. The level of theory is wB97M-V/def2-TZVPD.

Geometry as XYZ:
```
9
Properties=species:S:1:pos:R:3:forces:R:3
C -1.8145 0.3323 -0.8211 0.03 -0.06 0.03
C -0.5879 -0.0937 -0.6172 0.10 0.02 0.21
C 0.5911 -0.4499 -0.2878 -0.21 0.13 0.12
C 1.7034 -0.5670 0.4140 -0.13 -0.13 -0.26
O 1.9769 0.2688 1.4494 -0.06 0.19 0.06
H -2.1807 1.1392 -0.1888 0.04 -0.09 -0.17
H 1.2411 0.8993 1.5059 0.24 -0.13 0.10
H -2.5058 -0.0804 -1.5480 0.24 -0.04 0.02
H 2.4991 -1.2931 0.2691 -0.25 0.10 -0.11
```
Forces are in eV/Å.

Properties
* ΔE to the lowest compared entry with this formula, charge and spin: 51.47 kcal per mole
* structure (SMILES): C=C=C=CO
* total charge: 0
* 2S+1: 1
* molar mass: 68.08 g mol⁻¹
* E: -229.9459 Ha
* LUMO energy: 0.68 eV
* gap between HOMO and LUMO: 9.14 eV

Atomic partial charges in e from the Löwdin method, atoms 1 to 8:
1 C -0.006
2 C -0.123
3 C -0.029
4 C -0.193
5 O 0.014
6 H 0.058
7 H 0.110
8 H 0.052


This record from the Open Molecules 2025 dataset describes C4H4O in the gas phase in a non-equilibrium geometry. The level of theory is wB97M-V/def2-TZVPD.

Geometry as XYZ:
```
9
Properties=species:S:1:pos:R:3:forces:R:3
C -0.6566 -0.3373 -0.9290 -2.55 -0.95 -1.58
C 0.7143 -0.1416 -0.9326 1.98 -0.20 1.85
C 1.0435 0.1691 0.3714 2.65 1.58 -1.74
C -1.0893 -0.0557 0.2923 -0.65 1.03 3.21
H -1.3956 -0.7041 -1.6704 1.09 0.39 0.24
H 1.4841 -0.3249 -1.6253 0.33 -0.14 -1.11
H 2.0079 0.5815 0.7775 -1.17 -0.87 -0.39
H -2.0389 -0.0539 0.8569 0.69 -0.08 -0.87
O -0.0162 0.3368 1.1061 -2.37 -0.77 0.39
```
Forces are in eV/Å.

Properties
* ΔE to the lowest compared entry with this formula, charge and spin: 9.85 kcal per mole
* structure (SMILES): c1ccoc1
* total charge: 0
* 2S+1: 1
* molar mass: 68.07 g mol⁻¹
* E: -230.0123 Ha
* LUMO energy: 1.16 eV
* gap between HOMO and LUMO: 9.91 eV

Atomic partial charges in e from the Löwdin method, atoms 1 to 8:
1 C -0.116
2 C -0.082
3 C -0.178
4 C -0.108
5 H 0.125
6 H 0.087
7 H 0.143
8 H 0.132


This record from the Open Molecules 2025 dataset describes a molecular structure, C4H4O in a non-equilibrium geometry. The level of theory is wB97M-V/def2-TZVPD.

Geometry as XYZ:
```
9
Properties=species:S:1:pos:R:3:forces:R:3
O 1.1674 -0.0278 -0.0693 -0.52 0.03 5.73
C 0.3106 -1.0142 0.3411 -1.48 -4.13 -3.39
C -0.9836 -0.7177 -0.0842 1.65 -1.70 0.62
C -0.9696 0.7014 -0.0943 1.66 1.74 0.82
C 0.3288 0.9786 0.3300 -1.47 4.16 -3.43
H 0.7427 -1.8484 0.8859 0.02 -0.35 -1.00
H -1.7417 -1.4087 -0.4441 0.01 0.14 0.88
H -1.7425 1.4053 -0.3937 0.11 -0.19 0.76
H 0.7751 1.8099 0.8681 0.02 0.31 -1.00
```
Forces are in eV/Å.

Properties
* ΔE to the lowest compared entry with this formula, charge and spin: 72.95 kcal per mole
* total charge: 0
* 2S+1: 1
* molar mass: 68.07 g mol⁻¹
* E: -229.9117 Ha
* LUMO energy: 0.36 eV
* gap between HOMO and LUMO: 7.92 eV

Atomic partial charges in e from the Löwdin method, atoms 1 to 8:
1 O 0.011
2 C -0.149
3 C -0.078
4 C -0.077
5 C -0.151
6 H 0.119
7 H 0.104
8 H 0.104


This record from the Open Molecules 2025 dataset describes C4H4O in the gas phase in a non-equilibrium geometry. The level of theory is wB97M-V/def2-TZVPD.

Geometry as XYZ:
```
9
Properties=species:S:1:pos:R:3:forces:R:3
C -1.8930 -0.7566 -1.4012 -0.64 -1.40 1.01
C -2.3365 -1.7545 -0.7158 0.18 0.95 -0.68
C -1.0385 0.1807 -0.5589 -0.81 0.19 1.90
C 0.2284 -0.3532 -0.0141 0.80 0.21 0.47
O -1.2281 0.2526 -1.9624 0.30 1.03 -0.31
H -1.5524 0.8817 0.1500 -0.01 -0.32 -1.47
H 0.5802 -0.9951 -0.8164 0.56 -0.35 0.25
H -0.0621 -1.0006 0.9020 1.00 1.38 -1.33
H 0.9989 0.5087 0.1424 -1.37 -1.68 0.17
```
Forces are in eV/Å.

Properties
* ΔE to the lowest compared entry with this formula, charge and spin: 122.85 kcal per mole
* total charge: 0
* 2S+1: 1
* molar mass: 68.08 g mol⁻¹
* E: -229.8322 Ha
* LUMO energy: 0.06 eV
* gap between HOMO and LUMO: 9.84 eV

Atomic partial charges in e from the Löwdin method, atoms 1 to 8:
1 C -0.426
2 C 0.201
3 C -0.298
4 C -0.061
5 O 0.092
6 H 0.164
7 H 0.083
8 H 0.124


This record from the Open Molecules 2025 dataset describes a molecular structure, C4H4O in a non-equilibrium geometry. The level of theory is wB97M-V/def2-TZVPD.

Geometry as XYZ:
```
9
Properties=species:S:1:pos:R:3:forces:R:3
C -0.1528 1.2347 0.5326 1.17 2.53 1.85
C -0.4744 0.1200 -0.4379 -2.57 1.05 0.98
C 0.2999 -1.0961 -0.5473 0.00 1.83 0.15
C 0.9731 -2.0715 -0.5180 -0.25 -0.40 -0.05
H -0.6633 0.8705 1.6896 2.00 1.21 -3.56
H -0.7514 2.4694 0.2259 1.97 -4.43 0.82
H 1.0807 1.3568 0.4988 -3.31 -0.01 0.84
H 1.2788 -3.0573 -0.5340 0.87 -1.22 -0.02
O -1.5906 0.1734 -0.9096 0.12 -0.56 -1.00
```
Forces are in eV/Å.

Properties
* ΔE to the lowest compared entry with this formula, charge and spin: 84.07 kcal per mole
* total charge: 0
* 2S+1: 1
* molar mass: 68.07 g mol⁻¹
* E: -229.8940 Ha
* LUMO energy: 0.09 eV
* gap between HOMO and LUMO: 10.25 eV

Atomic partial charges in e from the Löwdin method, atoms 1 to 8:
1 C -0.090
2 C -0.553
3 C -0.047
4 C 0.156
5 H 0.159
6 H 0.184
7 H 0.108
8 H 0.023